# 1
This record from the Open Molecules 2025 dataset describes 2 unconnected molecules or ions with the total composition C3H7N2O2 in a non-equilibrium geometry. The level of theory is ωB97M-V/def2-TZVPD.

Element x y z (Å)
N 2.224 -1.982 0.362
C 1.144 -1.105 0.131
O 1.340 0.139 0.432
O 0.049 -1.553 -0.329
H 2.870 -1.657 1.080
H 1.981 -2.965 0.363
C -2.038 2.252 0.715
C -2.010 1.547 -0.445
N -0.855 0.879 -0.940
H -1.154 2.569 1.213
H -2.956 2.816 0.960
H -2.932 1.307 -0.979
H -0.030 0.745 -0.373
H -1.051 0.048 -1.453

The HOMO energy is -3.690 eV. For the LUMO energy, the calculation gives 0.15878 hartree. The total charge is -1. As for the spin multiplicity: 1. The energy relative to the best compared isomer or geometry (same formula, charge and spin) is 10.6 kcal per mole. The value obtained for the total energy is -10301.1736 eV.

Atom charges from the Mulliken analysis, given in e for atoms 1 to 8: number 1, N, carries -0.493; number 2, C, carries 0.658; number 3, O, carries -0.831; number 4, O, carries -0.768; number 5, H, carries 0.215; number 6, H, carries 0.229; number 7, C, carries -0.894; number 8, C, carries 0.010

***

# 2
This record from the Open Molecules 2025 dataset describes a gas-phase ion, C3H7N2O2 (charge +1) in a non-equilibrium geometry. The level of theory is ωB97M-V/def2-TZVPD.

Element x y z (Å)
C -1.391 0.941 -0.381
N -0.378 0.177 0.266
C 0.840 0.905 0.411
N 1.980 0.386 -0.029
O 2.140 -0.828 -0.317
C -0.216 -1.128 0.380
O -1.116 -1.952 0.024
H -1.684 1.804 0.233
H -2.414 0.337 -0.499
H -1.242 1.036 -1.454
H 0.727 1.942 0.785
H 2.880 0.836 -0.173
H 0.723 -1.599 0.972
H -0.851 -2.858 -0.217

The HOMO energy (alpha / beta) is -13.866 / -13.867 eV. For the LUMO energy (alpha / beta), the calculation gives -0.16259 / -0.16261 hartree. The total charge is +1. As for the spin multiplicity: 1. The energy relative to the best compared isomer or geometry (same formula, charge and spin) is 87.1 kcal per mole. The value obtained for the total energy is -10289.0345 eV. As for the SMILES: C[N+](/C=[NH+]\[O-])=C\O.

Atom charges from the Mulliken analysis, given in e for atoms 1 to 8: number 1, C, carries -0.946; number 2, N, carries 0.070; number 3, C, carries -0.243; number 4, N, carries 0.232; number 5, O, carries -0.584; number 6, C, carries 0.320; number 7, O, carries -0.400; number 8, H, carries 0.365

***

# 3
This record from the Open Molecules 2025 dataset describes a gas-phase ion, C3H7N2O2 (charge +1) in a non-equilibrium geometry. The level of theory is ωB97M-V/def2-TZVPD.

Element x y z (Å)
O -0.286 -2.025 -0.134
C -1.198 -1.428 0.306
C -1.231 0.112 0.100
N 0.147 0.402 -0.489
C 1.204 0.469 0.680
N 2.378 0.041 0.573
O 2.801 -0.704 -0.480
H -1.956 -1.811 1.141
H -1.980 0.047 -0.648
H -1.340 0.535 1.042
H 0.376 -0.443 -0.904
H 0.211 1.294 -1.161
H 1.024 1.108 1.541
H 3.345 -1.383 -0.035

The HOMO energy is -15.056 eV. For the LUMO energy, the calculation gives -0.14402 hartree. The total charge is +1. As for the spin multiplicity: 1. The energy relative to the best compared isomer or geometry (same formula, charge and spin) is 91.8 kcal per mole. The value obtained for the total energy is -10288.8302 eV. As for the SMILES: O=CC[NH2+]/C=N\O.

Atom charges from the Mulliken analysis, given in e for atoms 1 to 8: number 1, O, carries -0.409; number 2, C, carries 0.168; number 3, C, carries -0.562; number 4, N, carries -0.223; number 5, C, carries -0.049; number 6, N, carries -0.246; number 7, O, carries -0.326; number 8, H, carries 0.333

***

# 4
This record from the Open Molecules 2025 dataset describes 2 unconnected molecules or ions with the total composition C3H7N2O2 in a non-equilibrium geometry. The level of theory is ωB97M-V/def2-TZVPD.

Element x y z (Å)
C -1.055 -0.946 0.739
C 0.274 -1.488 -0.887
C 0.909 -0.591 -0.064
N -0.929 -1.718 -0.359
N 0.066 -0.333 0.929
O 0.100 2.059 0.388
O 2.065 0.039 -0.053
H -1.962 -0.854 1.321
H 0.579 -1.955 -1.766
H 0.895 2.076 -0.290
H -1.600 -2.384 -0.795
H 0.277 0.557 1.562
H -0.286 2.850 0.508
H 2.600 -0.074 -0.873

The HOMO energy is -13.499 eV. For the LUMO energy, the calculation gives -0.11061 hartree. The total charge is +1. As for the spin multiplicity: 1. The energy relative to the best compared isomer or geometry (same formula, charge and spin) is 5.6 kcal per mole. The value obtained for the total energy is -10292.5665 eV.

Atom charges from the Mulliken analysis, given in e for atoms 1 to 8: number 1, C, carries -0.295; number 2, C, carries -0.725; number 3, C, carries 0.671; number 4, N, carries -0.056; number 5, N, carries -0.027; number 6, O, carries -0.594; number 7, O, carries -0.509; number 8, H, carries 0.411

***

# 5
This record from the Open Molecules 2025 dataset describes a single C3H7N2O2P molecule in a non-equilibrium geometry. The level of theory is ωB97M-V/def2-TZVPD.

Element x y z (Å)
C 1.245 0.674 -1.792
C 1.026 -0.172 -0.562
C 1.444 0.312 0.697
N 1.646 0.717 1.739
O -0.378 -0.584 -0.405
P -1.383 0.238 0.765
N -1.294 -0.978 1.936
O -2.740 -0.312 0.065
H 0.582 1.519 -1.848
H 2.293 1.202 -1.673
H 1.101 0.103 -2.707
H 1.583 -1.194 -0.532
H -0.220 -1.055 2.037
H -1.611 -0.657 2.862
H -3.292 0.185 -0.582

The HOMO energy is -8.947 eV. For the LUMO energy, the calculation gives 0.03005 hartree. The total charge is 0. As for the spin multiplicity: 1. The energy relative to the best compared isomer or geometry (same formula, charge and spin) is 10.3 kcal per mole. The value obtained for the total energy is -19588.3905 eV. As for the SMILES: C[C@@H](C#N)OP(N)O.

Atom charges from the Mulliken analysis, given in e for atoms 1 to 8: number 1, C, carries -1.174; number 2, C, carries 0.748; number 3, C, carries -0.078; number 4, N, carries -0.425; number 5, O, carries -0.312; number 6, P, carries 0.257; number 7, N, carries -0.534; number 8, O, carries -0.457

***

# 6
This record from the Open Molecules 2025 dataset describes a single C3H7N2O3P molecule in a non-equilibrium geometry. The level of theory is ωB97M-V/def2-TZVPD.

Element x y z (Å)
C -1.394 -1.817 0.831
C -0.159 -1.755 -0.006
O 0.837 -0.823 0.359
N 0.485 0.513 0.062
C -0.357 1.257 0.853
N -0.999 2.003 1.459
P 1.740 1.272 -0.887
O 1.550 2.846 -0.568
O 1.075 1.246 -2.367
H -1.986 -2.684 0.602
H -1.046 -1.902 1.911
H -2.004 -1.004 0.812
H -0.484 -1.806 -1.042
H 0.229 -2.650 0.240
H 1.887 3.223 0.329
H 0.626 2.080 -2.588

The HOMO energy is -9.513 eV. For the LUMO energy, the calculation gives 0.02098 hartree. The total charge is 0. As for the spin multiplicity: 1. The energy relative to the best compared isomer or geometry (same formula, charge and spin) is 50.1 kcal per mole. The value obtained for the total energy is -21634.0563 eV. As for the SMILES: CCON(C#N)P(O)O.

Atom charges from the Mulliken analysis, given in e for atoms 1 to 8: number 1, C, carries -1.309; number 2, C, carries -0.058; number 3, O, carries -0.321; number 4, N, carries 0.294; number 5, C, carries 0.366; number 6, N, carries -0.482; number 7, P, carries 0.157; number 8, O, carries -0.528

***

# 7
This record from the Open Molecules 2025 dataset describes a gas-phase ion, C3H7N2OS (charge +1) in a non-equilibrium geometry. The level of theory is ωB97M-V/def2-TZVPD.

Element x y z (Å)
S -2.119 -1.436 -2.129
O -0.839 -0.327 -1.939
C -0.283 -0.056 -0.730
N -0.582 -0.582 0.430
C 0.467 -0.196 1.473
C 1.235 0.878 0.704
N 0.808 0.647 -0.654
H -3.013 -0.404 -2.178
H -1.482 -0.854 0.786
H 0.921 -1.219 1.522
H 0.150 0.090 2.488
H 0.857 1.860 1.005
H 2.403 0.848 0.680
H 1.476 0.752 -1.459

The HOMO energy is -14.191 eV. For the LUMO energy, the calculation gives -0.14226 hartree. The total charge is +1. As for the spin multiplicity: 1. The energy relative to the best compared isomer or geometry (same formula, charge and spin) is 37.8 kcal per mole. The value obtained for the total energy is -19079.6569 eV. As for the SMILES: SOC1=[NH+]CCN1.

Atom charges from the Mulliken analysis, given in e for atoms 1 to 8: number 1, S, carries -0.029; number 2, O, carries -0.388; number 3, C, carries 0.502; number 4, N, carries -0.149; number 5, C, carries -0.460; number 6, C, carries -0.421; number 7, N, carries -0.118; number 8, H, carries 0.225

***

# 8
This record from the Open Molecules 2025 dataset describes 2 unconnected molecules or ions with the total composition C3H7N2OS in a non-equilibrium geometry. The level of theory is ωB97M-V/def2-TZVPD.

Element x y z (Å)
C 0.419 -0.977 -0.851
C -0.410 0.726 0.525
C 0.641 -2.479 -0.939
N -0.238 -0.609 0.185
N -1.697 1.040 0.586
O 0.575 1.441 0.580
S 1.114 3.895 0.693
H 0.998 -0.155 -1.431
H -0.032 -2.934 -0.251
H 0.565 -3.006 -1.897
H 1.644 -2.722 -0.554
H 0.868 3.547 1.962
H -2.438 0.330 0.481
H -2.009 1.903 0.911

The HOMO energy (alpha / beta) is -14.133 / -14.737 eV. For the LUMO energy (alpha / beta), the calculation gives -0.31174 / -0.27949 hartree. The total charge is +1. As for the spin multiplicity: 1. The energy relative to the best compared isomer or geometry (same formula, charge and spin) is 98.7 kcal per mole. The value obtained for the total energy is -19077.0183 eV.

Atom charges from the Mulliken analysis, given in e for atoms 1 to 8: number 1, C, carries 0.188; number 2, C, carries 0.756; number 3, C, carries -0.992; number 4, N, carries -0.431; number 5, N, carries -0.308; number 6, O, carries -0.438; number 7, S, carries 0.256; number 8, H, carries 0.299

***

# 9
This record from the Open Molecules 2025 dataset describes a gas-phase ion, C3H7N2OSe (charge +1) in a non-equilibrium geometry. The level of theory is ωB97M-V/def2-TZVPD.

Element x y z (Å)
N -0.960 -0.527 0.980
C -1.405 0.645 0.477
O -1.792 1.524 1.240
C -1.205 0.921 -1.022
Se 0.245 -0.091 -1.762
C 1.348 -0.141 -0.196
N 2.279 -1.011 -0.063
H -0.935 -0.521 2.022
H -1.236 -1.412 0.580
H -1.900 0.927 -1.755
H -0.958 1.929 -0.999
H 1.109 0.404 0.684
H 2.953 -0.960 0.670
H 2.457 -1.687 -0.857

The HOMO energy is -13.855 eV. For the LUMO energy, the calculation gives -0.17691 hartree. The total charge is +1. As for the spin multiplicity: 1. The energy relative to the best compared isomer or geometry (same formula, charge and spin) is 30.8 kcal per mole. The value obtained for the total energy is -73590.6352 eV. As for the SMILES: NC(=O)C[Se]C=[NH2+].

Atom charges from the Mulliken analysis, given in e for atoms 1 to 8: number 1, N, carries -0.474; number 2, C, carries 0.463; number 3, O, carries -0.530; number 4, C, carries -0.681; number 5, Se, carries 0.140; number 6, C, carries 0.007; number 7, N, carries -0.238; number 8, H, carries 0.257

***

# 10
This record from the Open Molecules 2025 dataset describes a molecular structure, C3H7N2S in a non-equilibrium geometry. The level of theory is ωB97M-V/def2-TZVPD.

Element x y z (Å)
C -0.095 0.468 0.626
C -0.784 -0.470 1.387
C -0.264 -0.058 -1.806
N 1.576 1.164 -0.481
N 0.423 0.483 -0.620
S 1.528 1.298 1.147
H -1.849 -0.170 1.324
H -0.617 -1.518 1.147
H -0.452 -0.553 2.463
H -0.452 0.623 -2.606
H 0.298 -0.852 -2.212
H -1.240 -0.365 -1.410
H 1.928 -0.050 1.041

The HOMO energy is -13.854 eV. For the LUMO energy, the calculation gives -0.18934 hartree. The total charge is +1. As for the spin multiplicity: 1. The energy relative to the best compared isomer or geometry (same formula, charge and spin) is 134.0 kcal per mole. The value obtained for the total energy is -17027.7599 eV.

Atom charges from the Mulliken analysis, given in e for atoms 1 to 8: number 1, C, carries 0.233; number 2, C, carries -1.116; number 3, C, carries -0.670; number 4, N, carries -0.584; number 5, N, carries 0.602; number 6, S, carries 0.191; number 7, H, carries 0.341; number 8, H, carries 0.380